(1)
106
Properties=species:S:1:pos:R:3:lowdin_charge:R:1 method="wB97M-V/def2-TZVPD" spin_multiplicity=1 energy_ev=-128355.155 gap_ha="0.1043 / 0.1041"
Zr -0.2141 -0.1151 1.0904 1.56
C 2.1898 -5.4436 -4.1441 -0.06
C 3.2148 -4.7240 -3.5133 -0.10
C 2.9659 -3.9183 -2.4453 -0.04
C 1.6250 -3.6726 -1.9626 -0.16
C 0.6278 -4.3705 -2.6133 -0.08
C 0.8802 -5.2599 -3.6471 -0.06
C 1.2238 -2.6796 -0.9538 -0.03
C 0.2521 -3.0428 0.0796 -0.24
C -0.4370 -4.2732 0.0618 0.00
C -1.1718 -4.3574 1.2400 0.00
C -1.0246 -3.1503 1.9238 -0.20
C -1.6352 -2.7870 3.1726 -0.03
C -2.7349 -3.6771 3.6841 -0.17
C -2.3978 -5.0766 3.7489 -0.04
C -3.3196 -5.9572 4.3276 -0.06
C -4.6322 -5.5212 4.6251 -0.08
C -4.9821 -4.1968 4.5054 -0.06
C -3.9827 -3.2598 4.1301 -0.02
C -1.2733 -1.6256 3.9177 -0.20
N -0.5804 -0.4557 3.3555 -0.07
C -0.6795 0.5047 4.3673 -0.25
C -0.3947 1.9092 4.2467 -0.03
C -0.9966 2.8740 5.1578 -0.18
C -2.3920 2.7714 5.3739 -0.01
C -3.0873 3.7992 6.0394 -0.05
C -2.3680 4.8434 6.6405 -0.06
C -0.9583 4.8343 6.5562 -0.08
C -0.3038 3.9309 5.7766 -0.06
C 0.4720 2.3217 3.1377 -0.18
C 0.8956 3.6929 2.9459 0.04
C 1.8572 3.6378 1.9439 -0.01
C 1.9088 2.3532 1.3628 -0.18
N 0.9293 1.5800 2.0344 -0.06
C 2.9345 1.8360 0.4086 -0.04
C 2.6797 0.6154 -0.2584 -0.20
C 3.3578 0.1887 -1.4262 0.01
C 2.8204 -0.9792 -1.9528 0.01
C 1.8499 -1.3788 -1.0069 -0.22
N 1.7169 -0.4232 0.0370 -0.05
C 4.1072 2.6755 0.1024 -0.22
C 3.8408 3.9330 -0.4234 -0.03
C 4.9066 4.7061 -0.8529 -0.07
C 6.1813 4.2177 -0.7879 -0.08
C 6.4482 2.9435 -0.2016 -0.07
C 5.4092 2.1619 0.2838 -0.03
C -1.2844 -0.1035 5.4992 -0.03
C -1.7281 -1.3639 5.2278 0.00
N -0.1874 -2.2848 1.1412 -0.06
H 2.4238 -6.0800 -4.9961 0.10
H 4.2030 -4.6237 -4.0204 0.12
H 3.7786 -3.4114 -1.9814 0.10
H -0.4270 -4.2646 -2.3632 0.11
H 0.0239 -5.7016 -4.1231 0.10
H -0.3480 -5.0733 -0.6668 0.10
H -1.8369 -5.1487 1.5148 0.10
H -1.3756 -5.3823 3.4411 0.12
H -3.1042 -6.9619 4.6017 0.09
H -5.3517 -6.2118 4.9619 0.09
H -5.9719 -3.8340 4.6914 0.10
H -4.3495 -2.2643 4.0254 0.11
H -2.9577 1.8755 5.0553 0.13
H -4.1603 3.7533 6.1343 0.10
H -2.8457 5.5527 7.3064 0.10
H -0.4065 5.5542 7.1911 0.12
H 0.7535 4.0557 5.5753 0.11
H 0.7253 4.5579 3.5049 0.09
H 2.5396 4.4373 1.6866 0.11
H 4.1179 0.7665 -1.9169 0.12
H 3.0598 -1.4622 -2.8683 0.11
H 2.8263 4.2278 -0.3243 0.10
H 4.7594 5.7442 -1.0546 0.10
H 7.0464 4.7892 -1.1237 0.11
H 7.4833 2.6009 -0.1774 0.10
H 5.5100 1.2094 0.8611 0.14
H -1.4125 0.4281 6.3925 0.10
H -2.1794 -2.1006 5.9366 0.14
Cl -2.2532 6.1261 -0.4102 0.02
Si -3.2155 4.3490 -0.9164 -0.63
Cl -4.0932 4.2966 -2.9453 -0.08
Cl -4.7059 4.2266 0.5365 0.03
Cl -2.4434 0.7057 1.6155 0.10
N -1.1815 -0.3993 -5.7324 0.17
C -0.7940 0.0188 -7.0274 -0.17
C -0.6390 -0.6629 -8.2418 -0.01
C -0.1448 0.1264 -9.3145 -0.10
C 0.2347 1.4507 -9.1256 -0.11
C 0.0880 2.1072 -7.8834 -0.01
C -0.3911 1.3566 -6.7998 -0.22
N -0.6004 1.7290 -5.4770 0.18
C -0.9697 0.6347 -4.8825 -0.32
C -1.1570 0.5844 -3.4676 -0.10
C -1.7193 -0.5120 -2.7988 0.02
C -1.6031 -0.4164 -1.4073 -0.15
N -1.0250 0.6395 -0.7775 -0.22
C -0.7878 1.8101 -1.4038 -0.13
C -0.7557 1.7660 -2.7671 0.03
H -1.4328 -1.3334 -5.4565 0.15
H -0.9543 -1.7236 -8.4153 0.12
H 0.1223 -0.2984 -10.2470 0.08
H 0.4542 2.1018 -9.9956 0.11
H 0.4379 3.1769 -7.6824 0.14
H -2.4353 -1.1567 -3.2836 0.12
H -1.9902 -1.2174 -0.7684 0.10
H -0.6438 2.7178 -0.7693 0.09
H -0.4538 2.5311 -3.3760 0.09

(2)
60
Properties=species:S:1:pos:R:3:nbo_charge:R:1 method="wB97M-V/def2-TZVPD" spin_multiplicity=1 energy_ev=-40146.191 gap_ha=0.3174
C -5.7247 -2.9961 2.6788 -0.61
C -4.6868 -4.0798 2.9478 -0.39
C -3.2521 -3.6183 2.6927 -0.40
C -2.7996 -2.5359 3.6702 -0.39
C -1.2908 -2.2491 3.5375 -0.16
N -0.9493 -1.7335 2.2344 -0.62
C -0.3508 -2.4792 1.2878 0.66
O -0.1763 -3.6738 1.3667 -0.61
C 0.0368 -1.6666 0.0483 -0.16
O 0.6227 -0.4563 0.4765 -0.52
C 1.0575 0.4351 -0.4564 0.44
C 0.8007 0.2856 -1.8019 -0.38
C 1.2169 1.2416 -2.7354 0.36
C 1.8824 2.3831 -2.3120 -0.19
C 2.1636 2.5204 -0.9506 0.45
O 2.8273 3.6489 -0.6205 -0.48
C 3.1942 3.9374 0.6703 0.74
O 3.7602 4.9846 0.8726 -0.57
C 2.8755 2.9378 1.6551 -0.37
C 2.2071 1.7927 1.3702 0.12
C 1.9536 0.8104 2.4637 -0.65
C 1.7897 1.5593 0.0083 -0.27
C 2.2733 3.4552 -3.2880 -0.42
C 1.4839 3.2760 -4.5804 -0.42
C 1.4930 1.8112 -5.0330 0.27
C 2.9129 1.3121 -5.3175 -0.64
C 0.6121 1.6266 -6.2685 -0.61
O 0.9063 0.9817 -4.0200 -0.50
C -0.9058 -1.2166 4.5800 0.80
O -0.6713 -0.0638 4.3285 -0.61
O -0.8955 -1.7149 5.8121 -0.67
H -5.6175 -2.6098 1.6676 0.20
H -5.6212 -2.1701 3.3776 0.20
H -6.7280 -3.4020 2.7844 0.21
H -4.8923 -4.9334 2.2988 0.20
H -4.7780 -4.4217 3.9811 0.19
H -2.5818 -4.4748 2.7817 0.22
H -3.1682 -3.2450 1.6708 0.20
H -2.9935 -2.8617 4.6936 0.22
H -3.3478 -1.6095 3.4900 0.21
H -0.7335 -3.1781 3.7000 0.25
H -0.9446 -0.7263 2.1435 0.43
H 0.7338 -2.2580 -0.5562 0.21
H -0.8763 -1.4826 -0.5359 0.20
H 0.2706 -0.5677 -2.1890 0.23
H 3.2119 3.1540 2.6567 0.23
H 2.2393 -0.1929 2.1595 0.23
H 2.5171 1.0904 3.3502 0.22
H 0.8973 0.7917 2.7246 0.25
H 3.3487 3.4134 -3.4799 0.22
H 2.0704 4.4334 -2.8489 0.24
H 0.4457 3.5720 -4.4116 0.21
H 1.8934 3.9036 -5.3714 0.22
H 3.5010 1.2874 -4.4039 0.22
H 3.4020 1.9615 -6.0380 0.22
H 2.8723 0.3036 -5.7219 0.22
H 0.5550 0.5722 -6.5247 0.22
H 1.0266 2.1756 -7.1087 0.21
H -0.3938 1.9869 -6.0697 0.22
H -0.6753 -1.0279 6.4625 0.50

(3)
79
Properties=species:S:1:pos:R:3:lowdin_charge:R:1 method="wB97M-V/def2-TZVPD" total_charge=+1 spin_multiplicity=1 energy_ev=-61474.180 gap_ha=0.3090
C -5.0988 0.2472 -1.8974 -0.03
C -5.1838 -0.6567 -3.0564 -0.02
C -4.1191 -1.6538 -3.2014 -0.01
C -3.0705 -1.6576 -2.1920 -0.25
C -1.9621 -2.7739 -2.3512 -0.20
C -2.7237 -4.1495 -2.0223 -0.13
C -3.1063 -4.2359 -0.4663 -0.13
C -2.0444 -3.5440 0.4774 -0.13
N -0.7423 -3.5852 -0.2410 0.04
C -0.7458 -2.5962 -1.3742 -0.09
N -2.9618 -0.8389 -1.1193 0.08
C -3.9606 0.0803 -1.0186 -0.12
H -5.8691 1.0185 -1.6909 0.11
H -6.0366 -0.6113 -3.7727 0.11
H -4.1609 -2.3773 -4.0404 0.12
H -1.6011 -2.8397 -3.4096 0.15
H -2.1315 -5.0406 -2.3563 0.12
H -3.7064 -4.2015 -2.5605 0.11
H -3.1361 -5.3200 -0.1784 0.12
H -4.0922 -3.7367 -0.2733 0.13
H -1.9847 -4.0849 1.4614 0.14
H -2.3052 -2.4825 0.7323 0.13
H -0.4901 -4.5342 -0.5528 0.19
H -0.0075 -3.3253 0.4375 0.19
H -0.5880 -1.5643 -0.9863 0.14
H 0.1813 -2.8450 -1.9678 0.12
H -3.9080 0.7796 -0.1441 0.11
O 4.1191 -1.9683 -0.2864 -0.24
P 4.8371 -2.0030 -1.6181 0.65
O 4.5016 -3.5612 -2.0441 -0.21
C 3.1969 -3.8644 -2.5001 -0.31
C 2.9622 -3.3418 -3.9070 -0.08
O 6.3653 -2.2250 -1.0419 -0.22
C 6.7163 -1.8067 0.2775 -0.30
C 6.6285 -2.9700 1.2468 -0.07
O 5.5485 -1.7733 -3.1349 -0.20
C 5.5781 -0.4166 -3.6138 -0.29
C 6.4334 0.4811 -2.7394 -0.08
H 2.4528 -3.4561 -1.8028 0.08
H 3.0968 -4.9518 -2.4941 0.12
H 2.9546 -2.2483 -3.9222 0.06
H 2.0031 -3.6932 -4.2967 0.07
H 3.7568 -3.6681 -4.5787 0.09
H 6.0983 -0.9670 0.6002 0.10
H 7.7460 -1.4439 0.2400 0.12
H 5.6654 -3.4790 1.1846 0.07
H 6.7767 -2.6300 2.2736 0.08
H 7.3914 -3.7154 1.0131 0.08
H 4.5550 -0.0342 -3.6752 0.11
H 5.9849 -0.4421 -4.6255 0.12
H 5.9921 0.5985 -1.7439 0.07
H 6.5284 1.4733 -3.1834 0.09
H 7.4280 0.0556 -2.6025 0.09
O -2.5167 6.1623 2.3276 -0.21
P -2.2107 4.8210 2.9489 0.65
O -2.8938 3.8484 1.8057 -0.22
C -2.2076 3.6645 0.5755 -0.30
C -1.0019 2.7558 0.7428 -0.09
O -3.4363 4.8047 4.0550 -0.23
C -4.0091 6.0252 4.5239 -0.30
C -5.2699 6.3554 3.7481 -0.07
O -1.6223 3.4385 3.7317 -0.21
C -0.4544 3.6346 4.5471 -0.29
C -0.7231 4.5578 5.7212 -0.08
H -1.9113 4.6336 0.1615 0.11
H -2.9138 3.2088 -0.1220 0.10
H -0.2330 3.2345 1.3546 0.06
H -0.5616 2.5145 -0.2277 0.07
H -1.2824 1.8275 1.2450 0.07
H -3.2853 6.8407 4.4797 0.10
H -4.2596 5.8827 5.5780 0.12
H -5.1020 6.3297 2.6704 0.07
H -5.6426 7.3451 4.0185 0.08
H -6.0485 5.6195 3.9609 0.08
H 0.3564 4.0266 3.9261 0.11
H -0.1490 2.6529 4.9126 0.12
H -0.9390 5.5756 5.3810 0.07
H 0.1439 4.6019 6.3824 0.08
H -1.5887 4.2184 6.2912 0.09

For the records above, the corresponding molecular weight values read 1069.08; 431.48; 527.56 g mol⁻¹.